Entry 1:
Formula: C10H17Cl2N4O4Sc
Source: the OMol25 dataset
Level of theory: wB97M-V/def2-TZVPD

Structure (XYZ):
```
38
Properties=species:S:1:pos:R:3:nbo_charge:R:1
C 0.1072 -1.9291 1.7265 0.769
H 4.9903 0.2807 0.5045 0.490
C 0.2852 1.0997 -2.2456 0.675
H 2.4422 -1.4123 3.0631 0.220
N -0.5697 0.2290 -1.7022 -0.665
H -1.1139 -2.1615 4.1446 0.268
H -1.3056 3.3844 2.6323 0.259
C 0.2010 1.0735 -3.7467 -0.315
C 2.8435 0.4468 0.4502 0.290
C 0.3034 -1.0742 2.9817 0.163
C 1.5668 -1.4905 3.7089 -0.637
O 0.4745 0.3108 2.4709 -0.764
H -2.1256 -1.7949 -1.5930 0.444
H -0.9197 0.1857 -5.9896 0.250
O -0.0684 -3.1052 1.7963 -0.513
C -1.1550 -0.4495 -2.7332 0.674
N 3.9871 0.3610 0.4825 -0.544
H 1.4696 -2.5275 4.0255 0.272
N -1.9837 -1.4535 -2.5307 -0.731
H -0.1349 2.0316 -4.1486 0.269
H -0.7936 -0.5375 4.7612 0.227
Cl 0.7141 3.2365 1.4060 0.090
Cl -1.8663 2.0298 0.7786 0.093
H 1.7173 -0.8796 4.6014 0.226
H -2.3164 -0.5748 -5.2402 0.231
N -0.7921 0.0183 -3.9217 -0.348
H -1.8108 -0.7649 3.3182 0.223
C -1.2293 -0.5068 -5.2123 -0.432
O 1.0361 1.7568 -1.4922 -0.644
O 0.1548 -1.2360 0.5799 -0.800
H -2.3708 -1.9847 -3.2939 0.435
H 0.7848 0.8810 3.1852 0.526
Sc 0.4409 0.6297 0.3194 1.527
C -1.0493 3.4047 1.5801 -0.363
C -0.9333 -1.1276 3.8546 -0.633
H 1.1605 0.8142 -4.1983 0.267
H -0.7810 -1.4809 -5.4086 0.232
H -1.3598 4.3168 1.0849 0.268
```

**ΔE to the lowest compared entry with this formula, charge and spin**: 0.000 eV
**Maximum force**: 0.12 eV Å⁻¹
**Lowest unoccupied orbital energy**: -0.2360 hartree
**Molecular weight**: 373.1 g mol⁻¹
**Net charge**: +2

***

Entry 2:
Formula: C10H17Cl2NO5Os
Source: the OMol25 dataset
Level of theory: wB97M-V/def2-TZVPD

Structure (XYZ):
```
36
Properties=species:S:1:pos:R:3:mulliken_spin:R:1
H -3.5069 0.6142 -0.9529 0.009
C 0.6218 -0.8773 -0.3394 0.155
O 0.5047 0.1140 4.1529 0.009
H 2.7135 0.5630 -1.4161 -0.008
C -0.7606 -1.3121 -0.3998 0.252
H 2.6764 0.2114 2.1128 -0.002
H -1.5150 -3.2122 -1.0266 0.024
H -3.4790 -1.1294 -0.6124 -0.001
H 1.9845 -2.1693 -1.3070 -0.007
C -1.1723 2.1837 -1.6464 -0.039
O 2.0377 3.2891 0.5183 0.359
O 2.3245 0.7846 1.4070 0.059
C 0.6566 0.5002 -0.8611 0.058
O -0.2993 -1.9305 4.2998 0.005
Cl 0.4175 2.8382 1.2376 0.693
C -1.5503 -0.2590 -0.8962 0.036
C -3.0022 -0.3299 -1.1887 -0.001
C -0.7307 0.8792 -1.0968 0.230
H -3.1826 -0.5414 -2.2518 0.016
C 1.7833 -1.8020 -0.2935 0.013
C -1.2313 -2.6781 -0.1087 -0.044
N 0.1497 -0.9741 3.6992 0.006
H 2.5557 2.5911 0.9800 -0.013
H -2.1077 -2.6613 0.5523 0.018
H 1.9494 2.1583 -1.1951 0.031
H 2.6710 -1.2884 0.0789 0.004
H -0.4433 -3.2554 0.3821 0.000
O 0.2770 -1.1565 2.2968 0.025
Os 0.3783 0.5673 1.2207 2.057
H 1.5706 1.1916 -2.6445 0.004
Cl -1.8089 1.0349 1.9065 0.054
H -0.3852 2.9400 -1.5404 0.001
H 1.5772 -2.6565 0.3570 0.005
H -2.0753 2.5548 -1.1389 0.011
C 1.7985 1.1403 -1.5701 -0.040
H -1.3974 2.0776 -2.7156 0.019
```

**2S+1**: 5
**ΔE to the lowest compared entry with this formula, charge and spin**: 0.667 eV
**Maximum force**: 5.31 eV Å⁻¹
**Lowest unoccupied orbital energy (spin up / spin down)**: 0.1886 / 0.1868 hartree
**Molecular weight**: 492.4 g mol⁻¹
**Net charge**: -2

***

Entry 3:
Formula: C10H17Cl3O6W
Source: the OMol25 dataset
Level of theory: wB97M-V/def2-TZVPD

Structure (XYZ):
```
37
Properties=species:S:1:pos:R:3:mulliken_spin:R:1
C -0.6277 -1.2891 -1.0140 0.066
O -0.5446 -1.0026 6.3575 0.000
C 2.0229 1.2767 -1.9817 -0.010
Cl 0.5869 -0.4356 5.6277 0.000
Cl -2.1474 -0.0016 1.7105 0.092
H 2.4592 3.0991 0.2946 0.009
H 0.8332 -0.6315 2.6801 0.028
H 2.0210 2.3148 -1.4903 0.003
H -3.3252 -0.3202 -2.5347 0.002
C -0.6135 0.9373 -1.7517 -0.086
O 1.7878 -0.5516 6.4399 0.000
H -3.4337 -0.9524 -0.8867 0.000
H 2.1970 1.2500 -3.0828 0.000
H 2.1534 -2.3243 -1.8229 0.000
W -0.2063 0.4292 0.5016 1.676
H -0.3872 3.1346 -2.1094 0.000
C -1.0872 2.2859 -2.2428 0.005
H 2.9070 0.8068 -1.5091 -0.001
C 0.7668 0.5063 -1.6079 0.150
C 0.7489 -0.8692 -1.1310 0.014
C -1.4856 -0.1514 -1.3359 0.044
Cl -0.5495 2.5872 0.8793 0.069
H 1.6962 -2.4600 -0.1032 0.000
O 0.7931 -1.2127 4.3646 -0.001
H -1.9843 2.5831 -1.6804 -0.001
H 2.7955 -1.1449 -0.5739 -0.001
C -1.0783 -2.6683 -0.6333 -0.012
O 0.2867 0.9467 5.2868 0.000
O 1.8935 2.3749 -0.0272 0.006
H -1.3566 -3.2906 -1.5086 0.004
H -1.3883 2.2909 -3.3060 -0.002
H -1.9473 -2.5356 0.0239 0.003
H -0.3468 -3.2429 -0.0222 -0.002
H -3.4119 0.7436 -1.1044 -0.002
C -2.9763 -0.1765 -1.4982 -0.006
O 1.0150 -0.5546 1.6940 -0.008
C 1.9337 -1.7512 -0.9021 -0.040
```

**2S+1**: 3
**ΔE to the lowest compared entry with this formula, charge and spin**: 1.958 eV
**Maximum force**: 2.88 eV Å⁻¹
**Lowest unoccupied orbital energy (spin up / spin down)**: 0.1845 / 0.1841 hartree
**Molecular weight**: 523.4 g mol⁻¹
**Net charge**: -2

***

Entry 4:
Formula: C10H17Cl4Mg2O6
Source: the OMol25 dataset
Level of theory: wB97M-V/def2-TZVPD

Structure (XYZ):
```
39
Properties=species:S:1:pos:R:3:mulliken_spin:R:1
O -0.6975 4.8624 -0.7183 0.000
H 2.8342 -3.9794 1.3582 0.003
H 2.6327 -6.3149 -0.1087 -0.001
O -0.9354 0.9854 -0.2240 0.000
O -0.1916 2.4682 -2.6823 0.000
C 2.5816 -5.2791 -0.4445 0.014
Mg -0.9104 2.9142 -0.7920 0.000
O 0.5083 3.5061 0.4077 0.000
Mg -1.7241 1.2954 -3.4928 0.000
H 0.5594 5.4654 2.1308 0.000
H 0.4301 4.1058 -5.1409 0.000
H -2.9969 -3.7966 3.6576 -0.011
H -0.0654 -1.8958 -1.3616 0.000
Cl 0.5969 -4.4248 1.3859 0.119
C -1.0314 -0.0825 -0.8731 0.000
Cl -2.2787 -0.9912 2.5612 0.156
H -1.5757 -1.1149 4.7286 -0.004
C 2.1444 -4.1159 0.5254 0.000
C -2.2047 -3.2401 4.1584 0.045
H -3.3617 -1.4146 4.5111 0.018
H 1.8759 3.1128 -4.9906 0.000
H 0.3134 -1.1947 0.2801 0.001
C 1.0670 3.5803 -4.4293 0.000
Cl 1.4337 -5.2893 -1.7838 0.022
H 0.3159 6.6883 0.8558 0.000
H -1.2254 -3.4953 3.7536 0.053
C 0.7806 5.7323 1.0973 0.000
C 0.1509 4.6872 0.2196 0.000
H 1.8687 5.7663 1.0431 0.000
C -2.3492 -1.6729 4.2010 0.065
H -1.1756 -2.0762 0.0694 0.002
O -1.5804 0.0081 -1.9998 0.000
C -0.4565 -1.4432 -0.4504 -0.003
H 3.5279 -5.0108 -0.9140 0.002
H 1.3767 4.3007 -3.6722 0.000
C 0.1947 2.5286 -3.9129 0.000
H 2.0677 -3.1943 -0.0516 0.001
Cl -2.0437 -3.8341 5.8351 0.518
O -0.4561 1.8535 -4.7371 0.000
```

**2S+1**: 2
**ΔE to the lowest compared entry with this formula, charge and spin**: 0.000 eV
**Maximum force**: 2.89 eV Å⁻¹
**Lowest unoccupied orbital energy (spin up / spin down)**: -0.2603 / -0.4623 hartree
**Molecular weight**: 423.7 g mol⁻¹
**Net charge**: +2

***

Entry 5:
Formula: C10H17N2
Source: the OMol25 dataset
Level of theory: wB97M-V/def2-TZVPD

Structure (XYZ):
```
29
Properties=species:S:1:pos:R:3:nbo_charge:R:1
H 5.3144 -0.9402 -1.9994 0.270
H 3.6645 -2.0749 -3.6403 0.254
C -2.2068 -0.6950 0.8678 -0.606
H -3.1466 -0.9011 0.3793 0.236
H 0.3981 -2.4714 -0.3074 0.236
H -0.1502 2.7687 -0.2091 0.185
H -2.2590 1.2383 2.7874 0.211
H 1.4288 -1.8816 1.2194 0.241
H -1.4127 -1.4296 0.3906 0.180
C -1.6657 0.6756 0.6540 0.116
C 1.3412 -1.9885 0.1767 -0.085
H -2.7241 2.0442 -0.8150 0.238
H 0.2171 1.7742 -1.4591 0.186
C 3.4285 -1.7701 -2.6089 0.154
H -1.8401 0.7747 -1.5879 0.200
C 4.3192 -1.2482 -1.6601 -0.287
H 1.5201 -2.4028 -2.6372 0.451
N 2.2650 -1.9811 -2.0624 -0.458
H -3.3765 1.8519 1.5888 0.224
C 3.5922 -1.1674 -0.4769 -0.077
H -1.8568 2.6166 1.6764 0.211
C -0.3748 1.7841 -0.5719 -0.220
C -2.3150 1.6450 1.7440 -0.633
N -0.1898 0.8604 0.5255 -0.649
H -2.2599 -0.9168 2.0088 0.220
C -1.7972 1.4297 -0.6826 -0.431
H 3.8591 -0.7251 0.5066 0.263
H 0.3144 1.1080 1.4503 0.377
C 2.3047 -1.6714 -0.7084 -0.010
```

**ΔE to the lowest compared entry with this formula, charge and spin**: 2.156 eV
**Maximum force**: 3.80 eV Å⁻¹
**Lowest unoccupied orbital energy**: -0.2066 hartree
**Molecular weight**: 165.3 g mol⁻¹
**Net charge**: +1

***

Entry 6:
Formula: C10H17N2O3
Source: the OMol25 dataset
Level of theory: wB97M-V/def2-TZVPD

Structure (XYZ):
```
32
Properties=species:S:1:pos:R:3:nbo_charge:R:1
H 2.6706 -2.9934 1.5704 0.191
N -2.0574 1.4680 -0.6614 -0.547
H 3.7303 2.0298 -2.0751 0.238
O 1.9515 -0.5152 0.3876 -0.335
H -0.6049 1.1339 -1.9690 0.201
O -0.0455 0.0592 -0.3847 -0.493
H -4.5651 1.6650 1.4791 0.225
C 3.2983 1.0803 -1.5739 -0.636
H -1.7045 -0.3683 -1.5823 0.210
H 1.3841 -1.0439 2.8650 0.207
C 2.0654 -2.8345 0.6430 -0.440
H -1.9640 -0.4816 0.6681 0.485
O -2.4936 0.1292 1.2163 -0.650
C -1.1470 0.5980 -1.2346 0.067
C -4.3835 3.1312 0.0422 -0.271
H 0.4376 2.8167 -0.5847 0.227
C 0.6248 -1.4899 2.2276 -0.443
H 3.2109 0.4253 -2.4143 0.240
C 1.4183 2.6584 -1.0784 -0.261
H 0.2147 -2.3603 2.6403 0.244
N 1.1627 -1.7324 0.8658 -0.103
H 2.7044 -2.4889 -0.1350 0.230
H 1.7140 -3.7138 0.2784 0.234
C -2.7667 1.1913 0.3544 0.600
H -3.8250 3.6210 -0.8369 0.226
H -5.4107 3.3875 0.3712 0.232
C -3.8910 2.0926 0.6651 -0.313
C 1.9447 1.4819 -1.0181 -0.155
H 1.9809 3.5993 -1.4838 0.257
H 3.9577 0.8840 -0.8258 0.239
C 1.2725 0.3030 -0.3594 0.879
H -0.1309 -0.6657 2.1473 0.215
```

**ΔE to the lowest compared entry with this formula, charge and spin**: 3.571 eV
**Maximum force**: 5.07 eV Å⁻¹
**Lowest unoccupied orbital energy**: -0.1552 hartree
**Molecular weight**: 213.3 g mol⁻¹
**Net charge**: +1

***

Entry 7:
Formula: C10H17N3O6
Source: the OMol25 dataset
Level of theory: wB97M-V/def2-TZVPD

Structure (XYZ):
```
36
Properties=species:S:1:pos:R:3:nbo_charge:R:1
C 2.6321 0.1778 -0.7868 -0.388
C -3.1871 0.5783 0.8838 -0.527
O 3.1309 2.3312 1.0553 -0.604
O 1.4034 3.3228 0.1165 -0.677
C -0.5130 -0.0801 -0.8676 0.676
H 3.0479 0.9685 -1.4162 0.212
H 2.2598 -0.5820 -1.4544 0.236
H 1.2310 0.3719 0.9394 0.222
H -1.8803 0.6281 -2.3127 0.207
H -2.2582 -1.5454 -2.1887 0.356
C -2.7439 1.1619 -0.4680 -0.398
C 2.0395 2.2302 0.4888 0.783
C -4.3042 -0.4076 0.7355 0.783
O -4.5639 -1.0942 1.8578 -0.681
H 4.6301 -0.2606 -0.5319 0.244
C 1.4911 0.8887 0.0136 -0.149
O -0.1521 -1.1884 -0.5339 -0.639
C 3.7284 -0.4736 0.0319 -0.525
H 0.0069 1.9954 -0.9021 0.425
H 1.7834 -1.9340 0.7688 0.389
O 4.8195 -2.4598 0.1651 -0.586
O -5.0462 -0.5427 -0.2279 -0.590
C -2.0062 0.1721 -1.3525 -0.140
H -3.6202 1.4875 -0.9903 0.241
N -2.7785 -1.1266 -1.4190 -0.779
H 3.8823 0.0272 0.9679 0.250
N 2.5490 -2.5891 0.5477 -0.837
H 2.5367 -3.3659 1.2643 0.402
H -2.3321 -1.6022 -0.6160 0.357
H 1.9125 4.0336 0.4946 0.512
C 3.7434 -1.9533 0.2551 0.677
H -5.4072 -1.4847 1.6275 0.497
H -2.0890 2.0213 -0.2721 0.199
H -2.4527 0.0488 1.4831 0.234
H -3.6756 1.3879 1.5351 0.253
N 0.2883 1.0140 -0.7661 -0.636
```

**ΔE to the lowest compared entry with this formula, charge and spin**: 1.358 eV
**Maximum force**: 3.21 eV Å⁻¹
**Lowest unoccupied orbital energy**: 0.0056 hartree
**Molecular weight**: 275.3 g mol⁻¹